Record 1
Entry from the OMol25 dataset: a 3-piece molecular cluster, C22H39NO12P overall in a non-equilibrium geometry (ωB97M-V/def2-TZVPD).

Results
⟨S²⟩ = 0.75
2S+1 = 2
E_tot = -58796.06540 eV
charge = 0

Positions of all 75 atoms, in Å:
C -2.01720 -0.12765 3.61025
C -0.72499 0.21255 2.84864
C 0.39652 -0.39827 3.71016
C -0.65781 -0.55421 1.48258
C -0.98154 0.25410 0.20168
C -1.88593 -0.45603 -0.84950
C -3.00717 -1.35865 -0.33640
C -3.83255 -0.83845 0.84989
C -5.33229 -0.77975 0.56611
O -5.61480 0.51547 -0.00443
C -6.65027 1.13902 0.59894
O -6.55017 2.19559 1.06294
P 0.62154 0.43638 -0.68039
O 1.20084 -0.86642 -0.97642
O 0.37988 1.25203 -2.04513
O 1.68151 1.29201 0.16654
C -1.54556 1.70707 0.42072
C -1.27148 2.40490 1.77969
C -2.62534 2.86464 2.38643
C -0.52855 3.72135 1.46982
N -0.46046 1.65488 2.75464
O 0.76832 1.99496 2.83703
H -2.18452 -1.19474 3.56293
H -1.83968 0.10752 4.65760
H -2.88630 0.43001 3.28772
H 0.49287 0.10589 4.66309
H 1.33071 -0.45173 3.17091
H 0.10338 -1.43294 3.89362
H 0.36616 -0.90404 1.39966
H -1.25641 -1.45009 1.59762
H -1.27106 -1.01600 -1.54736
H -2.33848 0.33022 -1.45052
H -3.69448 -1.50745 -1.16672
H -2.63200 -2.35047 -0.10377
H -3.70625 -1.52581 1.68232
H -3.55968 0.14830 1.19823
H -5.60355 -1.59562 -0.09894
H -5.84793 -0.86810 1.51910
H -7.60197 0.58826 0.59120
H 1.18425 1.06589 -2.56712
H 1.76002 2.19395 -0.17218
H -1.12235 2.33169 -0.36217
H -2.61017 1.71515 0.22209
H -2.53412 3.05751 3.44747
H -2.92968 3.77618 1.88836
H -3.40536 2.13836 2.17717
H 0.38593 3.56305 0.91489
H -1.19551 4.26837 0.80432
H -0.40735 4.33916 2.35180
C 3.84458 -4.28395 0.65428
C 2.67792 -5.06477 0.09739
C 1.86459 -4.33561 -0.93961
O 0.57912 -4.96475 -0.80499
C 0.47894 -5.39274 0.47796
O -0.52253 -5.78520 0.98437
O 1.68189 -5.30709 1.10845
H 4.14567 -4.68349 1.62269
H 4.69573 -4.32816 -0.02506
H 3.58059 -3.23583 0.80516
H 3.01818 -6.03740 -0.27149
H 2.25029 -4.45525 -1.94969
H 1.74817 -3.27231 -0.72231
C 6.03192 2.84853 -5.39530
C 4.69549 2.69836 -4.70820
C 4.75127 2.08553 -3.33121
O 3.44723 1.49883 -3.21544
C 3.03382 1.19431 -4.47569
O 2.07933 0.53175 -4.71954
O 3.85658 1.75232 -5.39829
H 5.90034 2.92990 -6.47363
H 6.55129 3.73656 -5.03597
H 6.66941 1.98180 -5.21363
H 4.16923 3.65707 -4.69558
H 4.91916 2.81512 -2.54219
H 5.49287 1.28838 -3.24761

Record 2
Entry from the OMol25 dataset: C22H40AsHgN2OS3Sb2 as an isolated structure (ωB97M-V/def2-TZVPD).

Results
ΔE to the lowest compared entry with this formula, charge and spin = 23.43 kcal/mol
⟨S²⟩ = 0.76
2S+1 = 2
E_tot = -139082.41836 eV
charge = 0

Positions of all 72 atoms, in Å:
Hg 0.91757 -0.03143 -0.37388
C -2.79387 3.60052 -1.24652
Sb -2.72632 1.62429 -0.37256
C -2.53429 2.29831 1.66778
C -4.91003 1.55128 -0.25685
C -5.50852 0.70445 0.82134
C -6.05486 1.34146 1.93773
C -6.69569 0.64083 2.94475
C -6.81761 -0.73764 2.83768
C -6.26237 -1.38430 1.74737
C -5.57746 -0.69418 0.74382
C -4.87997 -1.47489 -0.31759
Sb -2.92666 -2.18160 0.39738
C -3.76994 -3.50098 1.87439
C -2.78449 -3.68733 -1.13548
H -3.26647 4.30201 -0.55868
H -3.37466 3.55472 -2.16787
H -1.79210 3.95093 -1.49620
H -2.96914 3.29192 1.77852
H -1.49596 2.30862 1.99744
H -3.07860 1.59774 2.30138
H -5.23184 1.23690 -1.25103
H -5.21797 2.58746 -0.11448
H -6.00017 2.42316 1.99363
H -7.11526 1.16727 3.79211
H -7.33594 -1.30484 3.60002
H -6.34782 -2.46115 1.66624
H -4.68504 -0.90642 -1.22630
H -5.41916 -2.38588 -0.58020
H -4.47069 -4.19379 1.40753
H -4.28199 -2.91942 2.63834
H -2.96482 -4.06700 2.34192
H -3.62790 -4.37210 -1.05010
H -1.85552 -4.24543 -1.02604
H -2.79892 -3.21321 -2.11658
C 5.72683 -3.01326 -1.95554
As 4.15684 -2.00817 -1.43940
C 2.84436 -2.51888 -2.75436
C 3.73979 -2.73531 0.29257
S 4.54220 0.03747 -1.41395
H 5.53514 -4.08728 -1.93869
H 6.52140 -2.76314 -1.25518
H 6.02362 -2.70064 -2.95447
H 2.82802 -3.60028 -2.88854
H 3.14863 -2.02249 -3.67343
H 1.86182 -2.16213 -2.45213
H 3.80160 -3.82163 0.27535
H 2.74776 -2.42252 0.60913
H 4.48742 -2.31769 0.96452
C -0.16917 6.12909 0.67878
C 0.86806 5.05927 0.61672
C 2.24159 5.10480 0.59264
C 2.66415 3.75590 0.52603
N 1.62587 2.93812 0.51805
N 0.54930 3.74860 0.56690
C 4.06160 3.23255 0.45518
H 0.30515 7.09810 0.81702
H -0.85762 5.96581 1.50983
H -0.75627 6.16756 -0.24071
H 2.86245 5.98469 0.61738
H -0.37163 3.34753 0.58678
H 4.76708 3.98360 0.80849
H 4.32580 2.96789 -0.56964
H 4.16914 2.32966 1.05408
C 2.32006 -6.65879 2.53660
O 1.82616 -5.32106 2.37004
C 0.61926 -5.16626 1.86760
S -0.42068 -6.34408 1.36302
S -0.02035 -3.62886 1.69485
H 3.29497 -6.54387 3.00017
H 2.41012 -7.15402 1.57074
H 1.65622 -7.23114 3.18216

Record 3
Entry from the OMol25 dataset: C22H40CeN3O3P3 as an isolated structure in a non-equilibrium geometry (ωB97M-V/def2-TZVPD).

Results
2S+1 = 1
E_tot = -74828.09931 eV
charge = +4

Positions of all 72 atoms, in Å:
P 3.73215 -0.49901 0.04490
C 4.24638 -0.69795 1.77693
H 5.33887 -0.68936 1.87774
H 3.84971 -1.63702 2.18477
H 3.81760 0.11641 2.37304
C 4.18374 -2.10369 -0.70530
H 3.93748 -2.10879 -1.77502
H 3.57981 -2.89479 -0.23734
H 5.25183 -2.31571 -0.56831
C 4.85607 0.72356 -0.69861
H 5.89849 0.38642 -0.67532
H 4.76210 1.68234 -0.17192
H 4.54881 0.89813 -1.73914
P -0.89640 2.99769 -0.31543
C -0.98249 3.88174 1.27027
H -1.27484 4.92904 1.12894
H -0.00858 3.84362 1.77308
H -1.71045 3.38704 1.92411
C 0.19280 4.01776 -1.36653
H 0.22132 3.60058 -2.38181
H 1.21570 3.97775 -0.97168
H -0.14906 5.05974 -1.40142
C -2.55283 3.21960 -1.04989
H -2.74821 4.27061 -1.29758
H -3.32412 2.85381 -0.36164
H -2.61687 2.61038 -1.96148
P -2.81488 -2.51155 0.07448
C -3.42718 -2.66383 1.77894
H -4.01184 -3.58292 1.91103
H -4.03358 -1.79387 2.05599
H -2.56593 -2.68249 2.46053
C -4.28390 -2.30303 -0.98355
H -4.99857 -3.12425 -0.85608
H -3.96411 -2.25041 -2.03340
H -4.77017 -1.34788 -0.74577
C -2.19812 -4.18910 -0.30376
H -2.99737 -4.93508 -0.20698
H -1.36635 -4.43986 0.37000
H -1.79174 -4.21067 -1.32352
Ce 0.18936 -0.56702 -0.88318
C 1.63306 1.35034 0.54622
O 1.96112 2.05618 1.42091
C -2.06683 0.26606 0.54073
O -2.73522 0.66613 1.40466
C -1.22417 -0.59928 -2.72499
C -0.54392 -1.83466 -2.67366
C 0.86457 -1.86561 -2.66058
C 1.59406 -0.65962 -2.72572
C 0.91774 0.57193 -2.78499
C -0.48961 0.59589 -2.82199
H -2.31004 -0.56487 -2.61711
H -1.11430 -2.75771 -2.55599
H 1.38560 -2.80535 -2.45841
H 2.68252 -0.67305 -2.64928
H 1.47557 1.50727 -2.72714
H -1.01293 1.55115 -2.87993
C 1.28600 -4.24082 2.46192
N 0.81425 -2.91126 2.86645
C 0.55208 -2.64078 4.18229
C 0.13329 -1.39212 4.52885
C 0.01578 -0.42356 3.50710
N 0.20456 -0.72695 2.20605
C 0.58580 -1.97328 1.91098
O 0.74601 -2.32384 0.66564
N -0.31847 0.85367 3.78549
H 0.55600 -4.74591 1.81609
H 1.41665 -4.81885 3.38132
H 2.24704 -4.17760 1.93538
H 0.71895 -3.48026 4.85820
H -0.08084 -1.12094 5.55478
H -0.39810 1.16297 4.74266
H -0.26682 1.56118 3.06219

Record 4
Entry from the OMol25 dataset: a 5-piece molecular cluster, C22H40N3O5P overall in a non-equilibrium geometry (ωB97M-V/def2-TZVPD).

Results
SMILES = CP(C)[C@H](C#N)[C@@](C#N)(C[C@H]1CO1)c1ccncc1.CCO.CCO.CCO.CCO
2S+1 = 1
E_tot = -47452.19759 eV
charge = 0

Positions of all 71 atoms, in Å:
C -2.67313 3.35548 3.38350
P -0.91820 3.97721 3.52813
C 0.08828 3.09716 4.82799
C -0.04061 4.15094 1.87943
C -0.83190 5.23018 1.07968
N -1.36216 6.07124 0.51019
C 0.22340 2.80779 1.04475
C -0.28401 1.56237 1.86265
N -0.62724 0.63203 2.44188
C -0.57769 2.77594 -0.31264
C 0.01353 1.51822 -1.23583
C -0.71708 0.08305 -0.94042
O -0.92656 0.97429 -2.22475
C 1.78179 2.61856 0.86590
C 2.56715 1.71189 1.74236
C 4.00431 1.57450 1.46652
N 4.72513 2.18755 0.48179
C 3.99241 3.04742 -0.28782
C 2.55805 3.33465 -0.18719
H -2.80374 2.31847 3.81430
H -2.97097 3.33122 2.30210
H -3.38667 4.03047 3.94087
H 0.00882 1.97477 4.67316
H -0.32368 3.27871 5.86176
H 1.18180 3.34516 4.81121
H 0.96599 4.61364 2.08776
H -0.35402 3.62621 -1.00967
H -1.66195 2.52348 -0.21863
H 1.14556 1.49672 -1.46097
H -1.79610 0.06055 -0.66667
H -0.15946 -0.67330 -1.54056
H 2.12295 1.14099 2.58848
H 4.57411 0.87469 2.13906
H 4.54666 3.57419 -1.11324
H 2.02566 4.04547 -0.86322
C 3.04389 -2.43210 0.96177
C 1.72081 -2.18665 0.26341
O 1.94287 -1.63314 -1.03131
H 3.60622 -1.49940 1.05460
H 2.88761 -2.85093 1.95813
H 3.66398 -3.12287 0.38356
H 1.11334 -1.47975 0.83302
H 1.16030 -3.11435 0.15758
H 2.47360 -2.26775 -1.53348
C 0.27990 -4.66222 -3.95311
C 1.58392 -3.92165 -4.17666
O 2.37808 -3.94762 -2.99377
H -0.27901 -4.21185 -3.12979
H -0.33956 -4.64276 -4.85198
H 0.46882 -5.70427 -3.67945
H 1.39195 -2.87801 -4.42787
H 2.15402 -4.37479 -4.99371
H 2.55326 -4.87167 -2.77983
C -1.51881 -5.84722 1.31427
C -0.07801 -5.64850 0.88485
O 0.52090 -4.59150 1.62761
H -2.09174 -4.92947 1.16648
H -1.98902 -6.65194 0.74506
H -1.57478 -6.09114 2.37863
H -0.02773 -5.38393 -0.17301
H 0.50424 -6.56267 1.04061
H 0.48307 -4.83297 2.56100
C -4.27818 3.03887 -3.16091
C -4.24661 1.82070 -2.25889
O -5.54674 1.24458 -2.16011
H -4.97753 3.78336 -2.77410
H -3.28789 3.49246 -3.23950
H -4.62124 2.76849 -4.16337
H -3.92429 2.09858 -1.25378
H -3.55550 1.06690 -2.64660
H -5.82179 0.99308 -3.04937

Record 5
Entry from the OMol25 dataset: C22H40NO3PbSSi4 as an isolated structure in a non-equilibrium geometry (ωB97M-V/def2-TZVPD).

Results
ΔE to the lowest compared entry with this formula, charge and spin = 0.00 kcal/mol
2S+1 = 1
E_tot = -78691.32256 eV
charge = -1

Positions of all 72 atoms, in Å:
Pb 1.56549 -2.11710 -0.57295
N 4.36610 -1.52817 0.18317
C 4.26389 -1.09436 1.58616
C 3.62770 -2.24502 2.41166
C 2.10386 -2.06493 2.67410
O 1.69796 -2.14685 3.85044
O 1.34836 -1.87626 1.62369
H 5.03230 -2.28632 0.03043
H 4.65831 -0.74993 -0.42417
H 3.65687 -0.21862 1.48890
H 5.17978 -0.73606 2.12712
H 4.19548 -2.45402 3.32916
H 3.73065 -3.20112 1.87651
C 4.17038 8.54060 0.50716
C 3.53978 7.16265 0.39906
O 3.80521 6.23579 1.12437
S 2.36812 7.10573 -0.91355
C 2.02419 5.44621 -0.93146
C 2.07091 4.75464 -2.15097
C 1.80647 3.38189 -2.19361
C 1.47354 2.66165 -1.05068
C 1.51715 3.37227 0.19821
C 1.67305 4.72061 0.25499
C 1.28717 1.25275 -1.06677
C 1.17997 0.00600 -1.12380
H 3.84086 9.02857 1.44707
H 3.86056 9.09980 -0.38288
H 5.25293 8.45470 0.65832
H 2.28238 5.32690 -3.02955
H 1.86148 2.92550 -3.20035
H 1.45640 2.82605 1.14266
H 1.65723 5.22438 1.26542
C -1.25122 -0.41322 -3.58470
Si -2.21209 -0.37052 -1.90763
C -3.93245 -0.86911 -2.37444
C -2.38041 1.44995 -1.47671
Si -1.28700 -1.89610 -0.26866
Si -2.04232 -4.11023 -0.63522
C -0.98185 -5.36167 0.23785
C -3.79386 -4.22375 0.03810
C -2.29865 -4.54893 -2.48917
Si -1.87853 -1.08174 1.82171
C -3.68639 -0.71332 1.72001
C -0.83554 0.38132 2.31191
C -1.66184 -2.46149 3.15978
H -1.88919 0.27267 -4.21486
H -1.21872 -1.44235 -3.96979
H -0.23955 -0.00190 -3.38754
H -4.04392 -0.61874 -3.45154
H -4.71703 -0.37172 -1.78904
H -4.08928 -1.96668 -2.26959
H -2.59515 1.97002 -2.45881
H -1.44685 1.83969 -1.13244
H -3.17573 1.55510 -0.72729
H -1.31755 -6.34319 -0.04307
H -1.10230 -5.16939 1.32032
H 0.08226 -5.35288 -0.05363
H -3.88903 -3.90113 1.07410
H -4.03589 -5.32075 -0.00243
H -4.57584 -3.74967 -0.56430
H -1.37932 -4.95986 -2.92280
H -2.59366 -3.69087 -3.13690
H -3.10842 -5.28743 -2.57582
H -3.82248 0.15091 1.03261
H -4.07848 -0.46613 2.73352
H -4.27078 -1.59234 1.35895
H -0.52873 0.93978 1.41381
H 0.06059 0.02176 2.81643
H -1.47139 1.05383 2.96461
H -2.08278 -3.43880 2.86572
H -2.20172 -2.18198 4.06081
H -0.58142 -2.53711 3.36831

Record 6
Entry from the OMol25 dataset: C22H41BN7PTi as an isolated structure in a non-equilibrium geometry (ωB97M-V/def2-TZVPD).

Results
ΔE to the lowest compared entry with this formula, charge and spin = 20.74 kcal/mol
⟨S²⟩ = 2.02
2S+1 = 3
E_tot = -66986.47236 eV
charge = 0

Positions of all 73 atoms, in Å:
H -1.65136 3.05310 -0.71823
N -0.79987 1.64292 -2.05078
B 0.06755 0.51741 -4.16138
N -0.12224 1.77439 -3.24843
C 0.04820 3.08717 -3.53194
Ti -1.53985 -0.42976 -1.12552
H 0.56963 3.38116 -4.43530
C -0.54636 3.83148 -2.51945
H -0.59920 4.90047 -2.42972
C -1.08377 2.88568 -1.62299
H 0.48888 0.85614 -5.23679
C -1.80975 -2.42008 -0.86772
H -2.23686 -2.27845 0.16241
H -0.94759 -3.11460 -0.88858
H -2.61215 -2.70323 -1.59228
N -1.34561 -0.12017 -4.24419
N 0.96051 -0.57268 -3.51955
N -1.98206 -0.47859 -3.04311
N 0.54295 -1.27452 -2.40590
C -2.19103 -0.30142 -5.26270
C 2.10679 -1.09665 -4.01243
H -1.86871 -0.06492 -6.25433
H 2.57113 -0.64857 -4.88281
C -3.39334 -0.79413 -4.76993
C 2.45408 -2.18701 -3.22172
C -3.23166 -0.88724 -3.37771
C 1.43277 -2.27031 -2.24475
H -4.27052 -1.05713 -5.31545
H 3.31567 -2.82000 -3.33600
H -3.90406 -1.21295 -2.59245
H 1.35286 -3.02027 -1.47716
H -2.44136 0.83998 -0.75228
C 1.49071 -1.62731 3.76442
C 0.82468 -1.71521 2.38107
C 1.79903 -2.37732 1.38968
C -0.40615 -2.62651 2.47879
P 0.31816 -0.01342 1.72017
N -0.24262 -0.17819 0.23171
C -1.05103 0.74421 2.78659
C -0.68386 0.81571 4.27773
C -1.34656 2.15673 2.26017
C -2.34324 -0.07515 2.63244
C 1.80323 1.15369 1.59564
C 2.96906 0.44252 0.89800
C 1.43135 2.33162 0.68493
C 2.25305 1.67745 2.96867
H 1.87124 -2.62825 4.01834
H 0.78853 -1.34485 4.55634
H 2.35238 -0.95114 3.78247
H 1.76459 -3.46767 1.52894
H 1.50757 -2.15760 0.35622
H 2.83810 -2.07457 1.55199
H -1.05508 -2.37601 3.32463
H -0.97766 -2.61359 1.54255
H -0.05721 -3.65739 2.64357
H 0.29068 1.27810 4.46418
H -1.43439 1.44565 4.77889
H -0.71847 -0.16700 4.76281
H -1.48504 2.13860 1.17050
H -2.28953 2.50285 2.71012
H -0.57817 2.88575 2.54036
H -2.52597 -0.32417 1.57700
H -2.34171 -0.98827 3.23524
H -3.18201 0.54490 2.98208
H 2.62422 -0.04148 -0.02443
H 3.71745 1.20036 0.62011
H 3.48000 -0.27762 1.54696
H 0.78845 3.07699 1.16209
H 2.35247 2.84234 0.36791
H 0.92750 1.94280 -0.20406
H 1.54677 2.40455 3.38860
H 2.43469 0.87903 3.69633
H 3.21110 2.20169 2.82939